(1)
# C3H7BrS

The molecule C3H7BrS (ωB97M-V with the def2-TZVPD basis set, OMol25).

XYZ file:
```
12
Properties=species:S:1:pos:R:3:lowdin_charge:R:1
C -0.386 -0.503 -1.107 -0.206
C 0.310 0.172 0.054 -1.222
C -0.207 -0.277 1.403 -0.210
S 0.138 1.991 -0.043 0.710
Br 2.268 -0.311 -0.046 0.595
H 0.039 -0.190 -2.059 0.068
H -1.444 -0.246 -1.096 0.082
H -0.285 -1.585 -1.026 0.078
H 0.332 0.220 2.207 0.072
H -0.089 -1.354 1.515 0.080
H -1.264 -0.026 1.489 0.082
H 0.587 2.109 -1.293 -0.130
```

Calculated values
- E_LUMO: 0.74 eV
- Total charge: 0
- ΔE to the lowest compared entry with this formula, charge and spin: 0.0 kJ/mol
- SMILES: CC(C)(S)Br
- Electronic energy: -84102.4317 eV
- 2S+1: 1
- HOMO: -9.280 eV

---

(2)
# C5H13NO2

A cluster of 2 separate species, C5H13NO2 in total in a non-equilibrium geometry (ωB97M-V with the def2-TZVPD basis set, OMol25).

XYZ file:
```
21
Properties=species:S:1:pos:R:3:lowdin_charge:R:1
C 2.173 -0.709 -0.605 -0.109
C 1.606 -0.620 0.915 -0.220
C 0.036 -0.931 1.020 -0.155
C -0.662 0.137 0.203 -0.328
N -0.585 1.543 0.780 0.031
C -2.283 -0.116 0.148 -0.235
O -2.822 -1.111 0.342 0.133
H 2.558 -1.778 -0.988 0.105
H 1.390 -0.244 -1.216 0.024
H 3.090 -0.041 -0.847 0.081
H 1.781 0.328 1.242 0.021
H 2.417 -1.172 1.623 0.141
H -0.186 -1.965 0.631 0.130
H -0.230 -0.867 2.078 0.110
H -0.227 0.234 -0.715 0.045
H -1.111 1.753 1.664 0.095
H 0.314 1.924 1.008 0.048
H -2.681 0.761 -0.262 0.082
O -1.777 0.855 -2.613 0.025
H -1.076 0.399 -2.378 -0.072
H -1.726 1.618 -2.030 0.050
```

Calculated values
- E_LUMO: 0.73 eV
- Total charge: 0
- ΔE to the lowest compared entry with this formula, charge and spin: 345.6 kJ/mol
- SMILES: CCC[C@H](N)C=O.O
- Electronic energy: -10978.2968 eV
- 2S+1: 1
- HOMO: -9.714 eV

---

(3)
# C5H5NO

A structure of composition C5H5NO in a non-equilibrium geometry (ωB97M-V with the def2-TZVPD basis set, OMol25).

XYZ file:
```
12
Properties=species:S:1:pos:R:3:lowdin_charge:R:1
C 0.960 -0.084 0.039 -0.307
C -0.107 0.128 -1.054 -0.202
C -0.181 0.523 0.951 -0.201
C -1.127 -0.649 0.779 -0.046
C -1.140 -0.877 -0.543 -0.031
H 0.180 0.183 -2.122 0.147
H -1.385 1.670 -0.360 0.123
H 0.037 0.988 1.913 0.138
H -1.563 -1.198 1.613 0.107
H -1.633 -1.708 -1.068 0.109
N -0.394 1.372 -0.251 0.028
O 2.086 -0.472 0.094 0.134
```

Calculated values
- E_LUMO: 1.03 eV
- Total charge: 0
- ΔE to the lowest compared entry with this formula, charge and spin: 240.1 kJ/mol
- Electronic energy: -8800.9304 eV
- 2S+1: 1
- HOMO: -9.548 eV

---

(4)
# C3H5N3

The molecule C3H5N3 in a non-equilibrium geometry (ωB97M-V with the def2-TZVPD basis set, OMol25).

XYZ file:
```
11
Properties=species:S:1:pos:R:3:lowdin_charge:R:1
C 0.921 0.672 -1.311 -0.184
C -0.092 -0.597 0.180 -0.177
C -0.523 -1.323 1.371 -0.058
N 0.904 -0.442 -0.559 0.048
N -0.897 1.257 -0.028 0.078
N -0.173 1.513 -1.020 -0.151
H 1.716 0.994 -1.967 0.091
H -0.221 -0.653 2.163 0.081
H -1.547 -1.508 1.421 0.052
H 0.110 -2.247 1.289 0.108
H -0.199 2.334 -1.539 0.111
```

Calculated values
- E_LUMO: 1.02 eV
- Total charge: 0
- ΔE to the lowest compared entry with this formula, charge and spin: 389.4 kJ/mol
- Electronic energy: -7658.4198 eV
- 2S+1: 1
- HOMO: -7.603 eV

---

(5)
# C5H8LiNdO3

A structure of composition C5H8LiNdO3 in a non-equilibrium geometry (ωB97M-V with the def2-TZVPD basis set, OMol25).

XYZ file:
```
18
Properties=species:S:1:pos:R:3:mulliken_spin:R:1
C 0.545 1.045 -2.863 0.000
C 1.808 1.495 -2.776 0.000
H 0.393 0.008 -3.185 0.000
H 0.742 2.199 -3.558 0.000
H 2.174 0.641 -1.648 0.000
Li -0.882 2.379 -0.156 0.000
O -0.095 -0.821 0.637 0.004
Nd 2.443 -3.174 -0.070 3.997
O 1.586 -0.669 -0.722 0.002
C 0.401 -0.296 -0.445 -0.002
O -0.134 0.747 -0.970 0.000
C -0.985 -0.073 1.503 0.000
C -1.357 -0.966 2.656 0.000
H -0.453 0.823 1.856 0.000
H -1.864 0.219 0.911 0.000
H -0.475 -1.182 3.272 0.000
H -2.109 -0.445 3.261 0.000
H -1.740 -1.930 2.298 0.000
```

Calculated values
- E_LUMO (alpha / beta): -11.96 / -11.85 eV
- Total charge: +3
- ΔE to the lowest compared entry with this formula, charge and spin: 282.8 kJ/mol
- Electronic energy: -26902.7583 eV
- 2S+1: 5
- HOMO (alpha / beta): -20.232 / -20.233 eV